(1)
# C21H43N9O2P2S3V

A structure of composition C21H43N9O2P2S3V (ωB97M-V with the def2-TZVPD basis set, OMol25).

Structure (ORCA input):
```
! RIJCOSX wB97M-V def2-TZVPD def2/J DEFGRID3
* xyz 4 2
V 0.23 1.31 1.06
N 1.85 -0.60 -1.86
C 0.66 -1.44 -1.92
C -0.12 -1.35 -3.26
C -1.13 -2.47 -3.58
C -0.45 -3.67 -4.24
N -1.42 -4.73 -4.47
C -1.35 -5.69 -5.40
N -0.33 -5.74 -6.25
N -2.31 -6.60 -5.48
C -0.29 -1.15 -0.77
O -1.27 -1.75 -0.48
O 0.02 -0.02 -0.03
H 1.62 0.35 -2.16
H 2.53 -0.96 -2.52
H 0.97 -2.47 -1.75
H 0.64 -1.32 -4.05
H -0.61 -0.37 -3.31
H -1.85 -2.06 -4.28
H -1.69 -2.77 -2.69
H 0.40 -4.03 -3.66
H -0.08 -3.33 -5.21
H -2.17 -4.82 -3.80
H 0.41 -5.06 -6.25
H -0.30 -6.44 -6.98
H -3.09 -6.60 -4.84
H -2.31 -7.30 -6.20
C 1.64 -2.06 1.83
P 0.83 -0.67 2.68
C 1.68 -0.55 4.27
C -0.79 -1.39 3.12
C -1.63 -0.29 3.73
P -1.84 1.03 2.50
C -2.48 2.45 3.41
C -3.21 0.46 1.46
H 1.82 -2.85 2.57
H 2.59 -1.81 1.37
H 0.97 -2.46 1.07
H 1.55 -1.51 4.78
H 1.27 0.24 4.90
H 2.75 -0.38 4.15
H -0.64 -2.22 3.81
H -1.25 -1.79 2.22
H -1.17 0.14 4.62
H -2.62 -0.65 4.04
H -3.31 2.09 4.02
H -2.85 3.22 2.75
H -1.72 2.86 4.08
H -4.06 0.24 2.10
H -2.93 -0.44 0.91
H -3.51 1.24 0.76
N 2.95 0.52 0.64
N 3.77 1.51 0.06
C 3.20 2.54 -0.54
N 3.95 3.43 -1.17
S 1.50 2.74 -0.56
H 3.52 0.05 1.34
H 2.69 -0.16 -0.09
H 4.77 1.36 0.03
H 4.96 3.34 -1.26
H 3.52 4.24 -1.59
C 2.72 2.43 3.70
C 1.59 3.30 3.28
N 0.67 3.00 2.37
C -0.14 4.11 2.13
C 0.14 5.20 2.89
S 1.46 4.88 3.90
C -1.08 4.01 1.03
C -1.88 4.96 0.49
S -2.70 4.33 -0.86
C -1.95 2.83 -0.67
N -1.13 2.79 0.38
C -2.16 1.72 -1.64
H 2.79 1.57 3.03
H 2.60 2.08 4.73
H 3.65 2.98 3.65
H -0.34 6.17 2.88
H -2.02 5.98 0.80
H -3.15 1.80 -2.10
H -2.10 0.75 -1.15
H -1.42 1.77 -2.44
*
```

Its HOMO energy (spin up / spin down) is -18.4 / -18.4 eV. For the HOMO-LUMO gap (spin up / spin down), the calculation gives 6.66 / 7.43 eV. As for the max |F|: 0.0332 hartree/bohr. Its energy relative to the best compared isomer or geometry (same formula, charge and spin) is 0.00 kcal per mole. The calculation puts the total energy at -4289.42694 hartree.

***

(2)
# C13H21N3O2PPtS5

A structure of composition C13H21N3O2PPtS5 (ωB97M-V with the def2-TZVPD basis set, OMol25).

Structure (ORCA input):
```
! RIJCOSX wB97M-V def2-TZVPD def2/J DEFGRID3
* xyz 3 5
Pt -0.53 -0.21 0.76
O -2.40 3.68 5.94
C -2.08 3.08 4.99
S -2.12 3.63 3.30
C -1.41 2.21 2.63
C -1.05 1.18 3.51
S -0.29 -0.33 3.02
S -1.31 1.37 5.15
S -1.18 2.11 0.96
C 4.62 0.70 0.18
N 3.72 1.58 -0.72
C 3.75 1.01 -2.15
N 3.38 -0.36 -2.14
C 4.27 -1.14 -1.28
N 4.23 -0.66 0.10
C 2.96 -0.95 0.75
P 1.59 -0.09 -0.14
C 2.31 1.62 -0.20
C 1.96 -0.61 -1.88
H 4.55 1.09 1.19
H 5.64 0.84 -0.20
H 4.09 2.53 -0.73
H 4.78 1.13 -2.50
H 3.08 1.62 -2.76
H 5.29 -1.05 -1.66
H 3.99 -2.19 -1.31
H 2.97 -0.64 1.80
H 2.78 -2.03 0.73
H 2.30 2.07 0.80
H 1.71 2.25 -0.86
H 1.34 -0.05 -2.58
H 1.74 -1.67 -2.00
O -2.40 -1.05 0.54
S -3.24 -2.15 -0.20
C -4.92 -1.87 0.41
C -5.80 -1.88 -0.84
C -5.06 -1.05 -1.88
C -3.60 -1.52 -1.86
H -4.89 -0.90 0.90
H -5.14 -2.65 1.14
H -6.78 -1.47 -0.60
H -5.96 -2.90 -1.19
H -5.11 0.01 -1.63
H -5.49 -1.17 -2.87
H -2.87 -0.75 -2.05
H -3.42 -2.36 -2.54
*
```

Its HOMO energy (spin up / spin down) is -17.3 / -18.0 eV. For the HOMO-LUMO gap (spin up / spin down), the calculation gives 8.90 / 5.18 eV. As for the max |F|: 0.0146 hartree/bohr. Its energy relative to the best compared isomer or geometry (same formula, charge and spin) is 4.85 kcal per mole. The calculation puts the total energy at -3273.23647 hartree.

***

(3)
# C4H8S2

An isolated molecule of C4H8S2 (ωB97M-V with the def2-TZVPD basis set, OMol25).

Structure (ORCA input):
```
! RIJCOSX wB97M-V def2-TZVPD def2/J DEFGRID3
* xyz 0 1
C -0.54 2.72 0.26
S 0.46 1.45 1.02
C -0.14 0.04 0.07
C 0.46 -1.38 0.40
C 0.39 -2.58 -0.51
S 2.10 -1.82 -0.38
H 0.09 3.59 0.07
H -0.92 2.40 -0.70
H -1.40 3.07 0.89
H 0.20 0.10 -0.95
H -1.21 0.03 0.05
H 0.36 -1.64 1.45
H 0.15 -3.56 -0.16
H -0.01 -2.45 -1.52
*
```

As for the structure (SMILES): CSC[C@H]1CS1. Its HOMO energy is -8.6 eV. For the HOMO-LUMO gap, the calculation gives 9.57 eV. As for the max |F|: 0.0487 hartree/bohr. Its energy relative to the best compared isomer or geometry (same formula, charge and spin) is 30.64 kcal per mole. The calculation puts the total energy at -953.53781 hartree.

***

(4)
# C19H13F6N6O4RbS4

A structure of composition C19H13F6N6O4RbS4 (ωB97M-V with the def2-TZVPD basis set, OMol25).

Structure (ORCA input):
```
! RIJCOSX wB97M-V def2-TZVPD def2/J DEFGRID3
* xyz 0 1
Rb -0.58 -0.11 0.78
F -2.35 -1.56 5.76
C -1.61 -0.53 5.38
F -2.32 0.60 5.51
F -0.53 -0.45 6.16
S -1.09 -0.72 3.61
O -0.36 0.49 3.34
O -0.38 -1.96 3.50
N -2.46 -0.71 2.84
S -2.81 -1.98 1.96
O -3.26 -3.13 2.67
O -1.89 -2.17 0.87
C -4.31 -1.25 1.15
F -5.30 -1.10 2.03
F -4.00 -0.04 0.64
F -4.72 -2.03 0.16
N -1.48 2.05 -3.69
C -0.74 1.04 -4.27
C -0.52 0.64 -5.58
C 0.29 -0.45 -5.77
C 0.88 -1.14 -4.70
C 0.66 -0.75 -3.39
C -0.16 0.36 -3.18
N -0.56 0.95 -1.99
C -1.33 1.94 -2.33
C -2.00 2.81 -1.38
C -2.89 3.81 -1.65
S -3.45 4.52 -0.21
C -2.46 3.43 0.69
N -1.76 2.62 -0.04
H -2.05 2.72 -4.17
H -0.97 1.17 -6.42
H 0.49 -0.79 -6.78
H 1.50 -1.99 -4.91
H 1.10 -1.27 -2.55
H -3.25 4.16 -2.61
H -2.44 3.45 1.77
N 2.94 2.45 -0.15
C 3.31 1.23 0.32
N 2.48 0.29 0.63
C 3.14 -0.85 1.03
C 2.54 -2.04 1.45
C 3.34 -3.10 1.83
C 4.73 -3.00 1.80
C 5.35 -1.83 1.40
C 4.55 -0.77 1.02
S 5.02 0.83 0.48
H 1.97 2.69 -0.05
H 3.61 3.20 -0.09
H 1.46 -2.10 1.50
H 2.88 -4.02 2.16
H 5.34 -3.85 2.10
H 6.43 -1.74 1.38
*
```

Its HOMO energy is -8.4 eV. For the HOMO-LUMO gap, the calculation gives 8.18 eV. As for the max |F|: 0.0559 hartree/bohr. Its energy relative to the best compared isomer or geometry (same formula, charge and spin) is 19.20 kcal per mole. The calculation puts the total energy at -3577.46492 hartree.

***

(5)
# C33H87Br4Cl2N7O7

A cluster of 10 separate species, C33H87Br4Cl2N7O7 in total (ωB97M-V with the def2-TZVPD basis set, OMol25).

Structure (ORCA input):
```
! RIJCOSX wB97M-V def2-TZVPD def2/J DEFGRID3
* xyz 0 1
C -1.62 7.60 6.00
O -2.03 6.78 4.91
C -1.12 5.75 4.61
C -1.74 4.82 3.61
C -2.73 3.86 4.31
N -0.68 4.16 2.85
H -1.54 7.02 6.94
H -2.37 8.38 6.09
H -0.63 8.04 5.79
H -0.13 6.13 4.27
H -0.85 5.21 5.55
H -2.37 5.44 2.96
H -3.07 3.07 3.64
H -3.57 4.41 4.74
H -2.22 3.34 5.13
H -0.05 3.64 3.50
H -1.07 3.48 2.20
C 6.88 -1.60 0.34
O 5.64 -0.98 0.43
C 5.69 0.25 1.12
C 4.46 1.05 0.79
C 4.43 1.42 -0.68
N 4.47 2.22 1.68
H 7.31 -1.70 1.35
H 7.60 -0.95 -0.19
H 6.77 -2.53 -0.20
H 5.79 0.09 2.21
H 6.57 0.84 0.79
H 3.62 0.39 1.03
H 4.68 0.57 -1.32
H 5.12 2.24 -0.92
H 3.45 1.81 -0.99
H 3.89 2.96 1.24
H 5.38 2.69 1.65
C -1.47 -5.33 1.31
O -2.77 -5.84 1.54
C -2.76 -7.23 1.73
C -4.20 -7.68 1.85
C -4.94 -7.02 3.02
N -4.25 -9.17 2.02
H -0.74 -5.68 2.06
H -1.49 -4.24 1.40
H -1.13 -5.61 0.30
H -2.28 -7.72 0.87
H -2.26 -7.41 2.69
H -4.70 -7.34 0.93
H -4.69 -7.43 4.00
H -6.00 -7.23 2.85
H -4.75 -5.95 3.09
H -5.17 -9.46 1.68
H -3.60 -9.60 1.36
C -1.33 -0.73 -7.53
O -1.42 -0.09 -6.28
C -2.10 -0.90 -5.38
C -2.45 -0.15 -4.11
C -3.02 -1.10 -3.07
N -3.38 0.98 -4.39
H -0.88 -0.01 -8.21
H -2.35 -0.93 -7.89
H -0.75 -1.66 -7.53
H -3.06 -1.25 -5.80
H -1.50 -1.78 -5.11
H -1.51 0.30 -3.74
H -3.31 -0.66 -2.12
H -2.29 -1.89 -2.89
H -3.93 -1.58 -3.46
H -2.83 1.71 -4.83
H -3.72 1.33 -3.50
C -5.18 5.58 2.02
O -4.50 5.60 0.82
C -3.92 4.37 0.52
C -3.17 4.54 -0.77
C -4.19 4.77 -1.90
N -2.47 3.28 -1.12
H -4.55 5.24 2.85
H -6.07 4.94 1.98
H -5.51 6.57 2.32
H -3.25 4.09 1.35
H -4.71 3.61 0.46
H -2.53 5.43 -0.67
H -3.78 5.27 -2.78
H -4.94 5.50 -1.54
H -4.70 3.85 -2.16
H -1.86 3.45 -1.92
H -1.91 2.92 -0.35
C -1.26 -1.38 4.48
O -0.93 -0.62 5.60
C -0.59 0.72 5.33
C 0.67 0.91 4.57
C 1.84 0.06 5.07
N 1.07 2.35 4.56
H -1.53 -2.39 4.77
H -0.37 -1.54 3.83
H -2.04 -0.92 3.86
H -1.44 1.23 4.86
H -0.51 1.17 6.32
H 0.53 0.70 3.48
H 1.49 -0.99 5.09
H 2.13 0.33 6.09
H 2.66 -0.04 4.37
H 1.40 2.56 5.51
H 1.93 2.42 4.01
C 4.44 -1.30 -6.48
O 3.96 -0.08 -5.97
C 2.57 -0.07 -5.82
C 2.10 1.09 -4.99
C 2.90 1.31 -3.70
N 0.72 0.87 -4.53
H 4.20 -1.44 -7.54
H 4.08 -2.16 -5.88
H 5.53 -1.26 -6.40
H 2.03 -0.10 -6.78
H 2.25 -1.01 -5.31
H 2.17 2.01 -5.58
H 3.09 0.36 -3.18
H 2.41 1.98 -3.00
H 3.90 1.76 -3.85
H 0.70 0.04 -3.94
H 0.09 0.74 -5.34
Br -0.94 0.62 1.21
C -0.61 -0.78 -0.13
C 0.70 -0.61 -0.88
Br 0.77 -1.93 -2.32
H -1.40 -0.68 -0.87
H -0.70 -1.75 0.33
H 1.58 -0.79 -0.26
H 0.81 0.38 -1.32
Br 4.42 -2.03 -2.38
C 4.59 -3.88 -2.93
C 3.30 -4.30 -3.53
Br 3.39 -6.14 -4.14
H 4.89 -4.52 -2.11
H 5.37 -3.95 -3.69
H 2.99 -3.66 -4.35
H 2.51 -4.34 -2.80
Cl 2.11 -2.78 1.44
C 3.43 -3.87 1.11
Cl 2.90 -5.03 -0.11
H 4.33 -3.34 0.82
H 3.64 -4.47 1.99
*
```

As for the structure (SMILES): COC[C@H](C)N.COC[C@H](C)N.COC[C@H](C)N.COC[C@H](C)N.COC[C@H](C)N.COC[C@H](C)N.COC[C@H](C)N.BrCCBr.BrCCBr.ClCCl. Its HOMO energy is -8.7 eV. For the HOMO-LUMO gap, the calculation gives 8.96 eV. As for the max |F|: 0.0541 hartree/bohr. The calculation puts the total energy at -13435.80116 hartree.

***

(6)
# C3H3BrNO4

A structure of composition C3H3BrNO4 (ωB97M-V with the def2-TZVPD basis set, OMol25).

Structure (ORCA input):
```
! RIJCOSX wB97M-V def2-TZVPD def2/J DEFGRID3
* xyz -1 3
C -1.96 -0.80 1.86
C 1.60 0.89 -1.12
C 0.82 -0.28 -0.50
N -0.49 -0.02 -0.35
O -2.37 -1.87 2.09
O -0.86 1.14 -0.64
O -1.85 0.33 2.17
O -1.31 -0.91 0.14
Br 1.38 -1.97 -0.09
H 1.07 1.81 -0.77
H 2.61 0.88 -0.65
H 1.35 0.79 -2.14
*
```

Its HOMO energy (spin up / spin down) is -1.2 / -5.4 eV. For the HOMO-LUMO gap (spin up / spin down), the calculation gives 4.35 / 8.35 eV. As for the max |F|: 0.0999 hartree/bohr. Its energy relative to the best compared isomer or geometry (same formula, charge and spin) is 0.00 kcal per mole. The calculation puts the total energy at -3045.70492 hartree.